Molecular formula: C36H45CaCl2F6N3O8P2S2
Method: DFT, wB97M-V/def2-TZVPD

Last column: Löwdin charge in e.
Cartesian coordinates (Å):
Ca  2.03747  0.74580  -4.34322  1.5289
C  -1.75697  0.36363  -0.73323  -0.1354
C  -1.98791  -1.20620  -0.86679  -0.4970
C  -3.44873  -1.43950  -1.22659  -0.1284
P  -1.26180  -2.03887  0.67479  1.0857
C  -0.92145  -3.79264  0.03511  -0.5453
C  -0.01181  -4.57347  0.95053  -0.1518
C  -2.19919  -4.62442  -0.25994  -0.1415
C  -2.44826  -2.15602  2.03674  -0.3069
C  -3.25993  -3.22283  2.37495  -0.0642
C  -3.93211  -3.12727  3.60825  -0.3115
C  -4.74493  -4.23805  4.19082  -0.1150
C  -3.90140  -1.93597  4.40392  -0.0819
C  -3.23708  -0.78077  3.99379  -0.0441
C  -2.45129  -0.92146  2.79889  -0.2903
N  -1.56439  -0.01045  2.27857  -0.0197
C  -1.63078  1.32925  2.41872  -0.3902
C  -2.74540  2.07265  2.69288  -0.0534
C  -2.65274  3.45528  2.77516  -0.0562
C  -1.48736  4.14974  2.37247  -0.3272
C  -1.35297  5.61660  2.24647  -0.0931
C  -0.41735  3.38479  1.94927  -0.1081
C  -0.40519  2.04296  2.27567  -0.3329
P  1.16538  1.16363  2.17797  1.0857
C  2.64823  2.30571  2.03493  -0.5383
C  2.97471  2.73881  0.57289  -0.1417
C  2.55534  3.63040  2.91795  -0.1337
C  1.62959  0.75038  4.02488  -0.5359
C  0.67175  0.96035  5.18840  -0.1289
C  2.21884  -0.69766  4.00021  -0.1508
H  -2.25210  0.83047  0.15882  0.0603
H  -2.06701  0.93102  -1.62962  0.0449
H  -0.63626  0.59790  -0.52973  0.0797
H  -1.27458  -1.49967  -1.64440  0.0698
H  -4.07500  -1.70931  -0.42599  0.0311
H  -3.54844  -2.29514  -1.96538  0.0857
H  -3.86744  -0.46331  -1.58701  0.0675
H  -0.40838  -3.57585  -0.93906  0.0812
H  0.28524  -5.47513  0.46113  0.0634
H  -0.36687  -4.72644  1.94003  0.0513
H  0.92523  -3.98453  1.09110  0.0784
H  -3.12999  -4.07062  -0.04570  0.0362
H  -2.22856  -5.42615  0.48859  0.0546
H  -2.27345  -5.08527  -1.26248  0.0705
H  -3.25602  -4.13005  1.77437  0.0724
H  -4.34077  -5.24520  3.85637  0.0820
H  -5.81323  -4.12982  3.99396  0.0547
H  -4.69375  -4.24395  5.32701  0.0745
H  -4.21524  -1.93166  5.42937  0.0820
H  -3.29922  0.15074  4.50355  0.0734
H  -3.63334  1.53596  3.03832  0.0950
H  -3.45574  4.02623  3.17482  0.0811
H  -2.33191  6.15279  2.06398  0.0819
H  -0.70760  5.89219  1.38033  0.0715
H  -0.76834  5.95698  3.13020  0.0747
H  0.29428  3.90463  1.32965  0.0867
H  3.49648  1.72413  2.41970  0.0866
H  2.06546  2.83641  -0.09012  0.0424
H  3.62477  2.03489  0.04233  0.0621
H  3.49291  3.68522  0.57836  0.0496
H  1.69735  3.49557  3.64106  0.0670
H  2.28006  4.55975  2.32719  0.0718
H  3.52202  3.82321  3.36240  0.0483
H  2.51837  1.34946  4.20716  0.0584
H  -0.16471  0.23442  5.19498  0.0720
H  0.30857  2.01569  5.20229  0.0691
H  1.22949  0.81306  6.15483  0.0735
H  1.49680  -1.49636  4.18266  0.0644
H  3.01464  -0.83662  4.78790  0.0730
H  2.61694  -0.89465  3.00787  0.0382
F  5.29794  3.69195  -3.56339  0.1975
C  4.32659  3.18773  -4.28534  -0.5148
F  4.06174  1.88798  -3.83176  -0.0067
F  4.77605  2.99666  -5.59348  0.0740
S  2.66134  4.03494  -4.66533  0.6842
O  2.01778  2.86124  -5.31599  -0.4376
O  2.81398  5.14066  -5.51449  -0.2231
N  1.76793  4.44406  -3.36470  -0.2865
S  0.89121  3.42552  -2.65307  0.6094
O  1.48396  2.08581  -2.57310  -0.4236
O  0.21103  3.99438  -1.48935  -0.2356
C  -0.40164  2.97494  -3.92305  -0.5893
F  -1.56375  2.72606  -3.30035  0.1348
F  -0.73584  3.88904  -4.81440  0.1522
F  -0.04261  1.84349  -4.66685  -0.0378
O  5.76497  -5.12595  -1.25912  -0.0819
C  4.62403  -4.57691  -1.31286  -0.7010
O  3.70103  -4.78341  -0.49026  -0.0353
C  4.21346  -3.68906  -2.41458  -0.1042
C  5.11876  -2.91541  -3.10978  -0.0124
C  4.61620  -1.81285  -3.78252  -0.1586
N  3.32754  -1.38247  -3.82315  -0.0115
C  2.43408  -2.38324  -3.37459  -0.1667
C  2.80927  -3.44819  -2.60212  0.0750
C  0.95000  -2.09566  -3.54789  -0.6174
O  0.18801  -3.02571  -3.31364  0.0330
O  0.66158  -0.94838  -4.06352  -0.2520
H  6.20808  -3.15261  -3.02488  0.1299
H  5.21818  -1.15908  -4.35804  0.0767
H  1.98291  -4.12284  -2.33136  0.1374
Cl  -4.56198  0.18246  -5.33272  0.5276
C  -3.59884  0.06577  -6.78781  -0.9767
Cl  -1.85481  -0.53112  -6.50898  0.4545
H  -3.46576  1.07236  -7.23261  0.0257
H  -4.04542  -0.62757  -7.47021  0.0028

Forces on atoms 1 to 3 (eV/Å):
Ca -0.4 -2.0 0.4
C 1.5 0.2 1.1
C 0.3 1.7 1.1

Properties
Orbital gap in eV: 3.827
Net charge: -2
LUMO in eV: 2.99